23
Properties=species:S:1:pos:R:3:nbo_charge:R:1 method="wB97M-V/def2-TZVPD" homo_ev=-14.873 charge=+1 e_tot_ev=-14025.5459 molar_mass_g_mol=126.1 de_lowest_ev=5.425
N 0.011 0.203 -0.032 -0.76
H 0.289 0.966 0.127 0.39
H -0.457 -0.058 0.785 0.43
H 0.672 -0.433 -0.272 0.46
H -0.588 0.392 -0.824 0.46
O 2.964 -0.471 -1.202 -0.98
H 3.345 -1.242 -1.575 0.49
H 2.935 0.279 -1.788 0.49
O -0.431 -2.929 1.164 -0.96
H 0.058 -3.095 1.929 0.48
H -1.409 -2.715 1.390 0.48
O -2.515 2.127 0.486 -0.92
H -1.794 2.325 0.983 0.46
H -2.746 1.187 0.500 0.47
O -0.561 -1.040 -2.766 -0.97
H -1.643 -1.038 -2.694 0.48
H -0.396 -2.028 -2.827 0.49
O -0.427 -0.260 3.563 -0.93
H -1.152 0.250 3.840 0.46
H -0.712 -0.912 4.105 0.46
O 1.393 2.476 -1.551 -0.96
H 1.682 3.006 -2.442 0.51
H 1.484 3.010 -0.900 0.45

---

16
Properties=species:S:1:pos:R:3:nbo_charge:R:1 method="wB97M-V/def2-TZVPD" homo_ev="-5.199 / -10.009" charge=0 e_tot_ev=-16661.8360 molar_mass_g_mol=116.1 de_lowest_ev=1.475 spin_multiplicity=3
C 0.319 -1.790 0.327 -0.17
C 0.592 -0.984 1.381 -0.57
C 0.328 -1.197 -1.025 -0.47
C 0.988 0.162 -0.986 -0.76
C -1.049 1.886 0.870 -0.56
O 2.224 1.412 1.258 -0.98
P 1.061 0.705 0.784 1.57
H 0.147 -2.948 0.492 0.22
H 0.448 -1.096 2.434 0.24
H 0.756 -1.760 -1.833 0.23
H -0.642 -0.953 -1.403 0.22
H 2.088 0.196 -1.227 0.25
H 0.668 1.003 -1.589 0.24
H -1.438 1.102 0.175 0.17
H -1.488 1.828 1.905 0.19
H -1.013 2.866 0.484 0.17

---

29
Properties=species:S:1:pos:R:3:nbo_charge:R:1 method="wB97M-V/def2-TZVPD" smiles=Cc1ccccc1.CC(C)C homo_ev=-8.882 charge=0 e_tot_ev=-11696.2113 molar_mass_g_mol=150.3 de_lowest_ev=3.069
C 1.764 1.723 1.801 -0.62
C -1.319 2.067 -0.233 -0.22
C -0.047 2.242 0.292 -0.20
C -2.288 1.232 0.319 -0.23
C 0.379 1.580 1.377 -0.03
C -1.879 0.468 1.563 -0.20
C -0.556 0.730 2.003 -0.21
H -1.410 2.819 -1.088 0.22
H 0.592 3.103 -0.250 0.21
H -3.262 1.357 0.038 0.21
H -2.415 -0.299 2.110 0.22
H 1.761 2.324 2.688 0.22
H 2.370 2.250 1.063 0.22
H -0.319 0.335 2.941 0.20
H 2.165 0.811 2.005 0.22
C 0.655 -1.680 -1.213 -0.21
C 0.234 -1.933 0.254 -0.60
C -0.138 -2.612 -2.195 -0.59
C 0.525 -0.240 -1.769 -0.61
H 1.692 -2.032 -0.935 0.20
H 0.538 -2.988 0.504 0.20
H -0.756 -1.755 0.520 0.20
H -1.238 -2.382 -1.984 0.20
H 0.178 -2.569 -3.285 0.20
H 0.136 -3.481 -1.909 0.19
H 1.229 0.453 -1.117 0.19
H 1.029 -0.351 -2.671 0.20
H -0.480 0.196 -1.821 0.22
H 0.858 -1.369 0.995 0.20

---

87
Properties=species:S:1:pos:R:3:lowdin_charge:R:1 method="wB97M-V/def2-TZVPD" smiles=Cc1ccc(Cl)c2c1Nc1ccc(CC(N)(N)N)c(O)c1S2.COCCNCCOC.COCCNCCOC homo_ev=-7.756 charge=0 e_tot_ev=-71295.7688 molar_mass_g_mol=603.2
C 2.021 -1.089 2.510 -0.03
C 1.520 -0.440 1.245 -0.20
C 2.413 0.255 0.434 -0.05
C 2.016 0.873 -0.742 -0.11
C 0.688 0.778 -1.124 -0.68
Cl 0.196 1.498 -2.617 0.68
C -0.236 0.093 -0.343 -0.45
C 0.179 -0.505 0.853 -0.20
N -0.755 -1.200 1.641 0.11
C -2.070 -0.705 1.768 -0.25
C -2.748 -0.766 2.977 -0.02
C -4.048 -0.290 3.051 -0.03
C -4.695 0.285 1.967 -0.17
C -6.104 0.784 2.103 -0.08
C -7.208 -0.086 1.445 -0.67
N -7.400 0.247 0.038 0.09
N -8.424 0.153 2.247 0.05
N -6.859 -1.499 1.513 0.09
C -3.987 0.377 0.775 -0.27
O -4.585 0.970 -0.299 0.03
C -2.699 -0.151 0.664 -0.36
S -1.891 -0.140 -0.903 1.05
H 1.480 -2.004 2.759 0.08
H 1.939 -0.408 3.362 0.09
H 3.068 -1.364 2.392 0.09
H 3.452 0.310 0.745 0.12
H 2.715 1.412 -1.368 0.11
H -0.378 -1.416 2.552 0.11
H -2.262 -1.190 3.849 0.11
H -4.582 -0.354 3.993 0.12
H -6.182 1.805 1.715 0.12
H -6.344 0.826 3.166 0.11
H -6.882 1.078 -0.210 0.05
H -7.053 -0.494 -0.557 0.07
H -8.728 1.111 2.094 0.07
H -9.159 -0.417 1.833 0.07
H -7.444 -2.015 0.863 0.07
H -7.091 -1.846 2.439 0.08
H -3.915 1.133 -0.980 0.07
C 8.053 5.446 1.918 -0.12
O 6.935 5.952 2.616 -0.20
C 5.936 6.537 1.792 -0.22
C 4.660 5.728 1.830 -0.22
N 4.840 4.434 1.190 -0.05
C 3.711 3.523 1.323 -0.20
C 3.320 3.043 2.714 -0.22
O 4.278 2.193 3.316 -0.19
C 5.301 2.846 4.043 -0.10
H 8.787 5.145 2.663 0.09
H 7.802 4.577 1.300 0.08
H 8.499 6.211 1.274 0.09
H 6.299 6.628 0.763 0.12
H 5.731 7.541 2.173 0.12
H 3.879 6.278 1.296 0.12
H 4.348 5.650 2.882 0.11
H 5.669 3.993 1.568 0.08
H 3.932 2.635 0.728 0.10
H 2.833 3.995 0.869 0.12
H 2.412 2.441 2.605 0.11
H 3.075 3.873 3.387 0.11
H 4.934 3.763 4.513 0.09
H 6.162 3.096 3.416 0.07
H 5.636 2.163 4.823 0.09
C -0.500 -5.772 -6.840 -0.12
O 0.365 -4.859 -6.200 -0.20
C -0.062 -3.503 -6.249 -0.22
C -0.424 -2.996 -4.872 -0.22
N -1.621 -3.649 -4.367 -0.05
C -1.949 -3.328 -2.982 -0.20
C -0.959 -3.726 -1.896 -0.23
O -0.827 -5.125 -1.720 -0.18
C 0.125 -5.756 -2.550 -0.11
H -0.003 -6.740 -6.839 0.09
H -1.462 -5.869 -6.324 0.08
H -0.693 -5.477 -7.877 0.09
H -0.914 -3.400 -6.928 0.12
H 0.765 -2.906 -6.643 0.12
H -0.612 -1.919 -4.935 0.12
H 0.453 -3.138 -4.225 0.11
H -1.514 -4.652 -4.460 0.08
H -2.905 -3.803 -2.749 0.12
H -2.105 -2.248 -2.911 0.08
H -1.337 -3.333 -0.949 0.11
H 0.030 -3.275 -2.055 0.11
H 0.973 -5.097 -2.761 0.09
H -0.303 -6.087 -3.501 0.07
H 0.490 -6.636 -2.020 0.09

---

16
Properties=species:S:1:pos:R:3:nbo_charge:R:1 method="wB97M-V/def2-TZVPD" smiles="N[C@]12C[C@H](CN1)C2=O" homo_ev=-8.485 charge=0 e_tot_ev=-10340.4537 molar_mass_g_mol=112.1 de_lowest_ev=2.272
C 0.539 -0.596 0.024 0.17
C -0.505 1.186 0.472 -0.32
C -0.137 -0.081 1.322 -0.42
C -1.415 0.628 -0.618 -0.22
N -0.576 -0.503 -1.078 -0.65
C 0.940 0.909 -0.246 0.60
N 1.414 -1.672 0.135 -0.84
O 1.906 1.503 -0.672 -0.53
H -0.315 -0.424 -2.058 0.38
H -0.706 2.121 0.984 0.23
H 0.982 -2.581 -0.005 0.38
H 2.256 -1.588 -0.431 0.38
H -0.979 -0.678 1.690 0.21
H 0.555 0.118 2.151 0.23
H -2.393 0.299 -0.251 0.19
H -1.567 1.360 -1.418 0.20

---

65
Properties=species:S:1:pos:R:3:nbo_charge:R:1 method="wB97M-V/def2-TZVPD" homo_ev="-18.885 / -18.768" charge=+4 e_tot_ev=-50132.2051 molar_mass_g_mol=703.4 de_lowest_ev=0.382 spin_multiplicity=5
Ru -0.288 1.234 0.677 0.88
N 4.245 1.237 1.043 -0.46
C 2.992 0.790 0.999 0.35
N 1.936 1.571 0.972 -0.53
C 2.160 2.943 1.036 0.37
N 1.125 3.762 1.116 -0.12
N -0.058 3.189 1.063 -0.28
C -1.124 3.878 1.383 0.22
C -2.377 3.194 1.303 0.06
C -3.570 3.845 1.595 -0.10
C -4.772 3.172 1.422 -0.10
C -4.723 1.860 0.991 -0.17
C -3.486 1.253 0.763 0.11
N -2.324 1.879 0.901 -0.46
C 3.477 3.493 1.058 -0.07
C 3.740 4.868 1.102 -0.15
C 5.047 5.297 1.084 -0.10
C 6.117 4.370 1.048 -0.04
C 5.888 3.013 1.050 -0.26
C 4.569 2.568 1.047 0.32
H 5.012 0.570 1.079 0.47
H 2.846 -0.283 0.992 0.25
H -1.045 4.913 1.704 0.27
H -3.545 4.869 1.946 0.28
H -5.715 3.667 1.618 0.29
H -5.629 1.290 0.833 0.27
H -3.470 0.224 0.449 0.21
H 2.921 5.571 1.151 0.27
H 5.270 6.356 1.101 0.28
H 7.136 4.737 1.027 0.28
H 6.718 2.317 1.057 0.27
C -0.457 -6.205 1.228 -0.14
C -0.585 -5.715 -0.066 -0.17
C -0.764 -4.352 -0.266 -0.27
C -0.752 -3.501 0.843 -0.33
C -0.652 -3.976 2.141 -0.18
C -0.478 -5.346 2.321 -0.18
Sb -0.916 -1.395 0.406 1.11
C -2.558 -1.824 -1.012 -0.17
C -3.587 -2.730 -0.622 -0.11
C -4.595 -3.052 -1.516 -0.23
C -4.582 -2.477 -2.779 0.01
C -3.550 -1.576 -3.165 -0.04
C -2.537 -1.246 -2.275 -0.25
C 0.645 -1.157 -1.064 -0.39
C 1.492 -2.204 -1.419 -0.16
C 2.438 -2.016 -2.420 -0.18
C 2.582 -0.773 -3.021 -0.17
C 1.765 0.287 -2.649 -0.19
C 0.794 0.093 -1.676 -0.29
H -0.382 -7.273 1.386 0.26
H -0.575 -6.380 -0.919 0.25
H -0.926 -3.976 -1.270 0.22
H -0.683 -3.325 3.004 0.23
H -0.359 -5.730 3.326 0.26
H -3.599 -3.180 0.365 0.26
H -5.374 -3.742 -1.219 0.28
H -5.375 -2.713 -3.479 0.27
H -3.542 -1.140 -4.157 0.26
H -1.755 -0.570 -2.593 0.24
H 1.415 -3.161 -0.925 0.24
H 3.054 -2.847 -2.738 0.26
H 3.338 -0.621 -3.780 0.26
H 1.875 1.245 -3.143 0.25
H 0.111 0.931 -1.455 0.17

---

43
Properties=species:S:1:pos:R:3:nbo_charge:R:1 method="wB97M-V/def2-TZVPD" smiles="CCCn1c(SCc2ccc(C(=O)OC)o2)nc2ccccc2c1=O" homo_ev=-8.470 charge=0 e_tot_ev=-40964.3483 molar_mass_g_mol=358.4 de_lowest_ev=1.015
C -3.257 -3.281 -0.866 -0.61
C -1.940 -3.282 -0.100 -0.41
C -1.963 -2.319 1.090 -0.24
N -2.213 -0.947 0.687 -0.45
C -1.230 -0.168 0.161 0.33
N -1.372 1.035 -0.266 -0.56
C -2.611 1.609 -0.190 0.26
C -2.794 2.913 -0.665 -0.24
C -4.034 3.502 -0.579 -0.17
C -5.114 2.816 -0.024 -0.24
C -4.949 1.534 0.446 -0.14
C -3.699 0.917 0.367 -0.23
C -3.513 -0.443 0.856 0.67
O -4.374 -1.122 1.374 -0.60
H -5.767 0.978 0.880 0.24
H -6.079 3.296 0.035 0.22
H -4.174 4.509 -0.945 0.22
H -1.948 3.431 -1.089 0.22
S 0.387 -0.858 0.080 0.26
C 1.276 0.599 -0.610 -0.55
C 2.682 0.245 -0.896 0.28
C 3.250 -0.412 -1.958 -0.30
C 4.628 -0.477 -1.688 -0.23
C 4.807 0.145 -0.474 0.13
C 6.043 0.368 0.279 0.74
O 7.133 0.007 -0.093 -0.59
O 5.819 1.022 1.426 -0.49
C 6.966 1.281 2.222 -0.26
H 7.692 1.872 1.660 0.19
H 6.614 1.831 3.091 0.20
H 7.437 0.343 2.525 0.19
O 3.620 0.578 0.002 -0.37
H 5.398 -0.914 -2.289 0.24
H 2.740 -0.795 -2.818 0.23
H 0.734 0.886 -1.509 0.26
H 1.216 1.390 0.135 0.26
H -2.777 -2.589 1.766 0.25
H -1.010 -2.359 1.626 0.22
H -1.120 -3.018 -0.770 0.21
H -1.742 -4.281 0.292 0.21
H -3.432 -2.316 -1.337 0.20
H -4.088 -3.485 -0.195 0.22
H -3.241 -4.040 -1.644 0.21

---

17
Properties=species:S:1:pos:R:3:nbo_charge:R:1 method="wB97M-V/def2-TZVPD" homo_ev=0.387 charge=-2 e_tot_ev=-17460.2042 molar_mass_g_mol=162.1 de_lowest_ev=0.000
C 0.886 1.426 0.304 0.77
C 0.538 -1.075 0.622 0.72
C 1.811 -0.220 -1.259 -0.60
C 0.990 0.042 -0.027 -0.48
N -3.244 -0.390 0.453 -0.63
N -2.688 -0.089 -0.655 0.05
O 0.364 1.806 1.461 -0.71
O 0.939 -2.263 0.535 -0.76
O 1.631 2.263 -0.247 -0.75
O -0.531 -0.768 1.559 -0.84
O -1.702 0.763 -0.577 -0.63
H 2.443 -1.220 -1.225 0.18
H 1.196 -0.378 -2.179 0.17
H 2.497 0.647 -1.595 0.21
H -3.918 -1.146 0.157 0.27
H -1.201 -0.394 0.898 0.51
H -0.010 0.994 1.776 0.50